DFT (wB97M-V/def2-TZVPD) results for C3H2CrO3 as an isolated structure.

Total charge: +1
Largest force on an atom, eV/Å: 4.62
HOMO-LUMO gap (alpha / beta), eV: 4.603 / 6.895
Energy above the lowest of the compared OMol25 structures with the same formula, charge and spin, eV: 3.830
HOMO level (alpha / beta), eV: -11.842 / -13.548
2S+1: 6
LUMO energy (alpha / beta), eV: -7.2 / -6.7
DFT total energy, Eh: -1385.25056

Each line ends with the Löwdin charge.
Geometry (Å):
C (-1.60339, 0.85234, -0.00490)  0.183
C (-1.30765, -0.38627, -0.32457)  -0.230
O (-0.12298, -1.03928, -0.21420)  0.059
H (-2.16543, -0.91021, 0.24805)  0.170
H (-2.35172, 1.53989, -0.39165)  0.066
C (1.09815, -0.43456, 0.17909)  -0.635
O (1.13829, 0.78984, 0.43302)  -0.001
O (2.14049, -1.11888, 0.06409)  0.018
Cr (3.17424, 0.70714, 0.01106)  1.371

Forces on the atoms, in the same order (eV/Å):
C 0.9 1.4 -2.1
C -2.1 0.3 3.6
O 3.8 -0.2 0.9
H 0.8 -0.6 -1.8
H -0.2 -0.2 0.8
C -4.0 -1.3 -2.0
O 1.5 1.2 0.1
O 1.3 0.7 0.0
Cr -2.1 -1.3 0.6

DFT (wB97M-V/def2-TZVPD) results for C4H15N2OS as an isolated structure.

Total charge: +1
Largest force on an atom, eV/Å: 4.11
HOMO-LUMO gap, eV: 5.334
Energy above the lowest of the compared OMol25 structures with the same formula, charge and spin, eV: 7.498
HOMO level, eV: -14.050
LUMO energy, eV: -8.7
DFT total energy, Eh: -743.83781

Each line ends with the Löwdin charge.
Geometry (Å):
N (-2.22664, -0.80990, 0.72054)  0.078
C (-0.96387, -0.81725, 1.39288)  -0.412
C (-0.49025, 0.59439, 1.91125)  -0.460
S (0.30411, 1.30218, 0.51212)  1.009
C (0.26580, -1.54523, 0.58308)  -0.219
N (0.18804, -1.21465, -0.80626)  -0.091
C (1.43248, -1.68656, -1.50861)  -0.067
H (2.37022, 4.62804, 0.39411)  0.030
H (-2.57605, -1.76957, 0.55180)  0.124
H (-2.16108, -0.47544, -0.30925)  0.135
H (-1.17846, -1.25338, 2.34014)  0.135
H (0.12803, 0.42721, 2.82974)  0.122
H (-1.44071, 1.10860, 2.07217)  0.101
H (1.86837, 4.37933, 0.93214)  0.005
H (0.12183, -2.65426, 0.65399)  0.153
H (1.15069, -0.84730, 1.20191)  0.150
H (0.25006, -0.20528, -0.79973)  -0.042
H (1.44341, -1.20194, -2.47817)  0.070
H (2.47179, -1.39112, -1.01640)  0.141
H (1.38020, -2.77101, -1.77202)  0.108
H (0.56855, 1.87896, -1.78064)  -0.047
H (0.28565, 2.20959, -3.30713)  0.053
O (0.40710, 1.50030, -2.67225)  -0.078

Forces on the atoms, in the same order (eV/Å):
N 0.4 0.2 -3.3
C -0.3 -2.3 -2.0
C 0.7 1.4 -0.4
S -0.3 0.0 0.9
C -0.3 2.1 3.5
N 1.9 -1.4 0.6
C 1.3 0.6 -0.2
H -0.7 -0.4 0.8
H 0.0 0.5 0.9
H 0.1 -0.3 2.2
H 0.3 -0.9 0.7
H -0.3 0.3 -1.0
H 0.2 0.0 0.3
H 0.7 0.4 -0.8
H 0.6 1.0 0.6
H -1.2 -3.5 -1.8
H -0.6 2.1 -1.0
H -0.1 0.3 -0.1
H -2.3 -0.8 -0.5
H -0.1 0.7 0.9
H -0.2 0.3 -1.5
H 0.0 0.3 0.2
O 0.2 -0.4 1.2

DFT (wB97M-V/def2-TZVPD) results for C28H39ClN4O5Ti as an isolated structure.

Total charge: -1
Largest force on an atom, eV/Å: 2.50
HOMO-LUMO gap (alpha / beta), eV: 2.895 / 2.936
HOMO level (alpha / beta), eV: -0.166 / -0.211
2S+1: 2
LUMO energy (alpha / beta), eV: 2.7 / 2.7
DFT total energy, Eh: -2995.26912

Each line ends with the Löwdin charge.
Geometry (Å):
Ti (-0.10488, 0.22012, 0.13251)  0.474
Cl (-0.98848, 0.17578, 2.21533)  0.055
N (-1.03384, 2.20798, -0.47303)  0.045
N (-1.03859, -1.80902, -0.45853)  0.074
C (-1.73387, 2.90675, -1.36861)  -0.373
C (-1.78013, -2.45884, -1.36344)  -0.336
C (-0.39253, 3.28613, 0.37917)  -0.561
C (-0.27533, 4.44441, -0.57819)  -0.080
C (0.89269, 2.75377, 0.92996)  -0.109
C (-1.31514, 3.73622, 1.50461)  -0.040
H (1.58539, 2.50736, 0.11717)  0.091
H (0.62068, 1.85157, 1.51854)  -0.002
H (1.36165, 3.44819, 1.63762)  0.099
H (-2.17521, 4.28312, 1.08532)  0.089
H (-0.73799, 4.41824, 2.14315)  0.087
H (-1.65428, 2.88630, 2.10112)  0.044
C (-0.50009, -2.94497, 0.40249)  -0.546
C (-0.46659, -4.11030, -0.55513)  -0.084
C (-1.48254, -3.29091, 1.51297)  -0.042
C (0.84351, -2.62997, 0.99893)  -0.068
H (1.65946, -2.67398, 0.25145)  0.099
H (1.03401, -3.34888, 1.81887)  0.102
H (0.78153, -1.62476, 1.45827)  0.012
H (-2.36847, -3.79540, 1.10016)  0.090
H (-1.77505, -2.39716, 2.06632)  0.034
H (-0.97963, -3.98546, 2.19698)  0.085
O (-1.41709, -3.72381, -1.59093)  -0.014
H (-0.81414, -5.05336, -0.12080)  0.127
H (0.49987, -4.27602, -1.03561)  0.128
O (-1.30119, 4.14871, -1.58692)  -0.023
H (0.68962, 4.51297, -1.08367)  0.126
H (-0.50815, 5.41481, -0.13151)  0.122
C (-3.00782, 2.61003, -2.08704)  -0.070
C (-3.03484, -2.13520, -2.11481)  -0.062
C (-2.83798, -0.96091, -3.00544)  -0.177
H (-3.82117, -1.92119, -1.35881)  0.138
H (-3.38033, -3.03333, -2.64416)  0.117
C (-2.71796, 0.23162, -2.32069)  0.002
C (-2.82490, 1.43935, -2.98355)  -0.174
H (-2.66359, 0.21431, -1.24388)  0.111
C (-2.81040, 1.46827, -4.38762)  -0.219
C (-2.71205, 0.24903, -5.07400)  -0.006
C (-2.85327, 2.77719, -5.12272)  -0.057
C (-2.82157, -0.98066, -4.40952)  -0.222
H (-2.58110, 0.25785, -6.16085)  0.109
C (-2.86584, -2.28083, -5.16139)  -0.058
H (-2.81496, -2.09824, -6.24135)  0.070
H (-3.77142, -2.87492, -4.96401)  0.078
H (-2.00990, -2.90692, -4.86834)  0.086
H (-3.76281, 3.36559, -4.92097)  0.079
H (-2.79867, 2.60375, -6.20510)  0.070
H (-1.99791, 3.39886, -4.81555)  0.087
H (-3.37792, 3.51062, -2.59542)  0.117
H (-3.75517, 2.37032, -1.30312)  0.130
C (2.91871, -1.96045, 4.65515)  -0.085
C (2.39576, -1.17970, 3.46020)  -0.186
C (3.43149, -0.37815, 2.67530)  -0.292
C (4.47044, 0.32177, 3.59683)  -0.171
C (3.82620, 1.21388, 4.66053)  -0.087
C (4.03080, -1.32092, 1.61827)  -0.338
O (4.58583, -2.38514, 1.87872)  0.078
N (3.81293, -0.91643, 0.27481)  0.190
C (2.55592, -0.42342, -0.11499)  -0.570
O (2.00101, -0.55235, -1.24608)  -0.028
N (1.89534, 0.21775, 0.88840)  -0.040
C (2.79845, 0.71635, 1.84131)  -0.393
O (3.18255, 1.87979, 1.87155)  0.074
H (3.72164, -2.63957, 4.33395)  0.078
H (2.10533, -2.56651, 5.07975)  0.079
H (3.28997, -1.30034, 5.44875)  0.057
H (1.97840, -1.93552, 2.78798)  0.069
H (1.54519, -0.54244, 3.71313)  0.109
H (5.10555, -0.44749, 4.06015)  0.115
H (5.08656, 0.94731, 2.93048)  0.120
H (3.10632, 0.68057, 5.29486)  0.064
H (4.63352, 1.60604, 5.28984)  0.073
H (3.32902, 2.06974, 4.17794)  0.076
H (4.28948, -1.48898, -0.41304)  0.151

Forces on the atoms, in the same order (eV/Å):
Ti -1.2 0.2 -1.7
Cl -1.1 -0.1 2.2
N -0.8 0.6 -0.9
N -1.1 -0.9 -0.8
C 0.8 -1.5 1.2
C 1.3 1.2 1.2
C -0.1 -0.3 -0.2
C -0.1 0.0 -1.2
C -0.2 0.4 0.2
C -0.3 -0.1 0.1
H -0.2 0.1 0.4
H 0.3 0.9 -0.2
H -0.1 -0.1 -0.3
H 0.1 -0.2 0.2
H -0.2 0.0 0.0
H 0.0 0.1 0.0
C 0.1 0.2 -0.5
C -0.1 -0.2 -1.1
C -0.3 0.1 0.2
C 0.1 0.1 0.2
H -0.4 0.0 0.4
H 0.1 0.3 -0.5
H 0.1 -0.8 -0.3
H 0.1 0.2 0.1
H 0.0 0.0 0.0
H -0.2 0.0 0.0
O 0.1 -1.9 0.6
H 0.0 0.2 0.0
H 0.1 0.1 0.0
O 0.7 2.3 0.5
H 0.0 -0.1 -0.1
H 0.0 -0.1 0.0
C 0.0 0.3 0.5
C -0.1 -0.3 0.4
C -0.1 0.4 -0.3
H 0.3 0.1 -0.4
H 0.4 0.2 0.1
C -0.4 0.0 -0.8
C -0.2 -0.4 -0.4
H -0.2 0.1 0.2
C 0.1 -0.3 0.3
C -0.2 0.0 0.3
C 0.2 0.3 -0.2
C 0.1 0.3 0.3
H -0.2 0.0 0.3
C 0.2 -0.2 -0.1
H 0.0 -0.1 0.2
H 0.2 0.3 0.0
H -0.2 0.1 -0.2
H 0.2 -0.3 0.0
H 0.0 0.1 0.2
H -0.2 -0.1 -0.2
H 0.4 -0.2 0.1
H 0.1 0.0 -0.4
C 0.2 -0.1 0.3
C -0.7 -0.7 -0.2
C 0.7 0.7 0.4
C 0.2 -0.7 -0.5
C 0.1 0.3 -0.2
C 0.2 -0.9 -0.2
O -0.2 1.5 -0.3
N 0.8 -1.0 -0.2
C -2.1 1.3 0.0
O 1.7 -0.4 1.8
N 1.7 -0.2 -1.1
C 0.1 0.6 -0.8
O -0.5 -1.4 0.3
H -0.2 0.2 0.2
H 0.2 0.1 -0.1
H 0.0 -0.3 -0.1
H 0.2 0.4 0.3
H 0.1 0.1 0.2
H -0.1 0.2 -0.1
H 0.0 -0.2 0.4
H 0.2 0.2 -0.2
H -0.2 0.0 0.1
H 0.1 -0.4 0.3
H -0.2 -0.1 0.1

DFT (wB97M-V/def2-TZVPD) results for a 2-piece molecular cluster, C2H7NS overall.

Largest force on an atom, eV/Å: 8.94
HOMO-LUMO gap (alpha / beta), eV: 6.875 / 6.415
Energy above the lowest of the compared OMol25 structures with the same formula, charge and spin, eV: 2.540
HOMO level (alpha / beta), eV: -6.030 / -8.785
2S+1: 3
LUMO energy (alpha / beta), eV: 0.8 / -2.4
DFT total energy, Eh: -533.11121

Each line ends with the Löwdin charge.
Geometry (Å):
C (1.64378, 0.89477, 0.96285)  -0.076
C (1.76118, -0.21022, 0.18086)  -0.097
N (-1.93779, 0.13296, -0.55105)  -0.477
S (-2.22094, -1.40016, -1.27703)  0.566
H (1.78564, 0.74840, 2.02161)  0.059
H (1.71261, 1.82171, 0.60480)  0.005
H (1.72930, -0.24467, -0.91363)  0.052
H (1.96064, -1.21455, 0.60141)  0.061
H (-1.70474, 0.14478, 0.45984)  0.021
H (-1.12657, 0.56771, -1.04564)  0.009
H (-3.60310, -1.24074, -1.04401)  -0.124

Forces on the atoms, in the same order (eV/Å):
C -0.9 2.3 5.6
C 0.7 -7.5 -4.9
N 1.8 1.1 0.0
S -1.9 0.5 1.0
H -0.2 0.3 0.2
H 0.4 3.6 -1.3
H -0.2 0.4 0.5
H 0.0 0.9 -0.2
H -0.2 -0.5 -1.0
H -1.1 -0.4 0.6
H 1.4 -0.7 -0.7

Copy entry 1 word for word.
DFT (wB97M-V/def2-TZVPD) results for C3H2CrO3 as an isolated structure.

Total charge: +1
Largest force on an atom, eV/Å: 4.62
HOMO-LUMO gap (alpha / beta), eV: 4.603 / 6.895
Energy above the lowest of the compared OMol25 structures with the same formula, charge and spin, eV: 3.830
HOMO level (alpha / beta), eV: -11.842 / -13.548
2S+1: 6
LUMO energy (alpha / beta), eV: -7.2 / -6.7
DFT total energy, Eh: -1385.25056

Each line ends with the Löwdin charge.
Geometry (Å):
C (-1.60339, 0.85234, -0.00490)  0.183
C (-1.30765, -0.38627, -0.32457)  -0.230
O (-0.12298, -1.03928, -0.21420)  0.059
H (-2.16543, -0.91021, 0.24805)  0.170
H (-2.35172, 1.53989, -0.39165)  0.066
C (1.09815, -0.43456, 0.17909)  -0.635
O (1.13829, 0.78984, 0.43302)  -0.001
O (2.14049, -1.11888, 0.06409)  0.018
Cr (3.17424, 0.70714, 0.01106)  1.371

Forces on the atoms, in the same order (eV/Å):
C 0.9 1.4 -2.1
C -2.1 0.3 3.6
O 3.8 -0.2 0.9
H 0.8 -0.6 -1.8
H -0.2 -0.2 0.8
C -4.0 -1.3 -2.0
O 1.5 1.2 0.1
O 1.3 0.7 0.0
Cr -2.1 -1.3 0.6

Question: DFT total energy of number 3 (C28H39ClN4O5Ti)?
Answer: -2995.26912 Eh